No. 1
ORCA calculation (ωB97M-V with the def2-TZVPD basis set) on a structure of composition C46H59NOPSiTeTi at a distorted geometry.

Last column: Löwdin spin population.
Cartesian coordinates (Å):
Ti: 0.005 0.295 -0.448  0.915
C: -0.682 -2.716 3.936  0.000
Te: 0.136 -1.959 1.978  0.002
C: -0.948 -3.688 1.243  0.002
C: -1.584 -4.422 2.374  0.000
C: -2.312 -5.579 2.119  0.000
C: -2.872 -6.298 3.158  0.000
C: -2.708 -5.867 4.463  0.000
C: -2.004 -4.705 4.718  0.000
C: -1.446 -3.969 3.678  0.000
H: -1.309 -1.983 4.447  0.000
H: 0.157 -2.938 4.596  0.000
H: -0.244 -4.341 0.729  0.000
H: -1.702 -3.390 0.522  0.000
H: -2.436 -5.915 1.100  0.000
H: -3.435 -7.197 2.954  0.000
H: -3.133 -6.433 5.280  0.000
H: -1.881 -4.367 5.736  0.000
C: 2.910 2.691 -3.389  0.000
C: 1.601 3.452 -3.165  0.000
C: 1.798 4.890 -3.647  0.000
C: 0.518 2.800 -4.029  0.001
Si: 1.036 3.357 -1.306  0.004
O: 0.287 1.968 -1.037  0.010
C: -0.226 4.751 -0.939  0.000
C: 0.093 6.105 -0.978  0.000
C: -0.839 7.074 -0.649  0.000
C: -2.122 6.716 -0.272  0.000
C: -2.453 5.374 -0.199  0.000
C: -1.508 4.420 -0.524  0.000
C: 2.361 3.556 0.051  0.001
C: 3.663 3.079 -0.045  0.000
C: 4.573 3.253 0.983  0.000
C: 4.190 3.886 2.153  0.000
C: 2.884 4.327 2.289  0.000
C: 1.988 4.166 1.248  0.000
H: 3.095 2.568 -4.458  0.000
H: 2.873 1.706 -2.926  0.000
H: 3.747 3.244 -2.967  0.000
H: 2.136 4.891 -4.684  0.000
H: 2.548 5.398 -3.045  0.000
H: 0.868 5.452 -3.589  0.000
H: 0.812 2.797 -5.080  0.000
H: -0.425 3.338 -3.943  0.000
H: 0.364 1.767 -3.710  0.001
H: 1.092 6.404 -1.253  0.000
H: -0.558 8.118 -0.680  0.000
H: -2.854 7.470 -0.023  0.000
H: -3.443 5.073 0.118  0.000
H: -1.762 3.374 -0.445  0.000
H: 3.983 2.553 -0.930  0.000
H: 5.581 2.880 0.868  0.000
H: 4.887 4.016 2.966  0.000
H: 2.559 4.794 3.207  0.000
H: 0.977 4.531 1.362  0.000
C: 2.207 -1.172 -2.924  0.005
C: 3.124 -0.836 -1.780  -0.004
C: 4.474 -0.631 -1.994  0.000
C: 5.311 -0.267 -0.952  -0.004
C: 4.766 -0.067 0.305  0.000
C: 3.417 -0.226 0.552  -0.003
C: 2.858 0.129 1.899  0.007
C: 2.554 -0.669 -0.487  -0.001
N: 1.244 -0.924 -0.282  -0.041
H: 1.751 -2.156 -2.776  0.000
H: 2.754 -1.178 -3.865  0.000
H: 1.402 -0.412 -2.967  0.005
H: 4.883 -0.763 -2.990  0.000
H: 6.366 -0.112 -1.120  0.000
H: 5.411 0.231 1.122  0.000
H: 3.558 0.756 2.447  0.000
H: 2.664 -0.765 2.496  0.000
H: 1.907 0.681 1.775  0.007
C: -2.988 2.119 -2.598  0.000
C: -3.119 0.600 -2.545  0.005
C: -2.175 0.010 -3.601  0.011
C: -4.551 0.175 -2.854  0.000
P: -2.421 -0.107 -0.901  0.030
C: -2.660 -1.870 -1.247  0.001
C: -1.494 -2.512 -1.705  0.009
C: -1.533 -3.819 -2.144  0.001
C: -2.736 -4.521 -2.132  0.001
C: -3.884 -3.907 -1.652  0.000
C: -3.859 -2.594 -1.223  0.000
C: -3.389 0.453 0.672  0.005
C: -3.903 -0.755 1.455  0.000
C: -4.537 1.433 0.445  0.001
C: -2.317 1.154 1.529  0.004
H: -3.222 2.470 -3.603  0.000
H: -1.967 2.415 -2.363  0.000
H: -3.674 2.616 -1.917  0.000
H: -2.320 0.521 -4.552  0.000
H: -2.365 -1.052 -3.754  0.000
H: -1.128 0.144 -3.291  0.009
H: -4.826 0.548 -3.839  0.000
H: -5.262 0.582 -2.141  0.000
H: -4.647 -0.908 -2.867  0.000
H: -0.542 -1.964 -1.664  0.008
H: -0.627 -4.298 -2.490  0.000
H: -2.781 -5.539 -2.489  0.000
H: -4.812 -4.461 -1.620  0.000
H: -4.772 -2.138 -0.873  0.000
H: -4.800 -1.168 1.001  0.000
H: -4.160 -0.445 2.468  0.000
H: -3.148 -1.539 1.522  0.000
H: -5.297 1.018 -0.207  0.000
H: -4.185 2.372 0.027  0.000
H: -5.009 1.654 1.402  0.000
H: -1.528 0.443 1.822  0.003
H: -2.772 1.548 2.440  0.000
H: -1.856 1.995 1.000  0.001

Summary:
spin multiplicity = 2
strongest force on any atom = 2.12 eV/A
lowest unoccupied orbital energy (alpha / beta) = 0.3 / 0.3 eV
total energy = -3666.65286 hartree
⟨S²⟩ = 0.76
HOMO (alpha / beta) = -6.7 / -6.8 eV

No. 2
ORCA calculation (ωB97M-V with the def2-TZVPD basis set) on a structure of composition C46H60As3FeN4O2PSi at a distorted geometry.

Last column: Löwdin spin population.
Cartesian coordinates (Å):
Fe: -0.240 0.537 -0.413  3.599
C: -1.181 -2.477 3.020  0.027
As: -1.417 -1.205 1.407  0.038
C: -2.187 0.152 2.617  -0.001
C: -3.191 -2.068 0.963  0.004
C: -3.253 -3.021 -0.241  0.000
C: -2.290 -4.193 -0.003  0.001
C: -2.887 -2.317 -1.559  0.004
As: -1.011 -1.641 -1.805  0.034
C: -1.517 -0.742 -3.481  -0.002
C: -0.428 -3.304 -2.834  0.025
C: -4.673 -3.619 -0.365  0.000
As: -6.393 -2.624 -0.537  0.000
C: -6.080 -0.955 -1.520  0.000
C: -6.567 -1.836 1.267  0.000
H: -0.907 -3.483 2.696  0.000
H: -2.108 -2.521 3.597  0.003
H: -0.384 -2.089 3.656  0.000
H: -3.264 0.015 2.725  0.000
H: -1.991 1.136 2.195  0.000
H: -1.725 0.081 3.602  0.000
H: -3.890 -1.253 0.802  0.000
H: -3.511 -2.619 1.855  0.001
H: -1.274 -3.806 0.114  0.001
H: -2.302 -4.890 -0.845  0.000
H: -2.563 -4.739 0.905  0.000
H: -3.526 -1.448 -1.687  0.000
H: -3.091 -2.999 -2.393  0.001
H: -1.991 -1.449 -4.166  0.000
H: -0.633 -0.318 -3.955  0.000
H: -2.217 0.059 -3.250  0.000
H: -1.286 -3.840 -3.242  0.003
H: 0.137 -3.971 -2.181  0.000
H: 0.213 -2.989 -3.654  0.001
H: -4.861 -4.252 0.512  0.000
H: -4.679 -4.299 -1.225  0.000
H: -5.792 -1.166 -2.550  0.000
H: -5.328 -0.314 -1.063  0.000
H: -7.029 -0.415 -1.542  0.000
H: -6.166 -2.519 2.016  0.000
H: -7.621 -1.664 1.490  0.000
H: -6.038 -0.887 1.335  0.000
C: 2.539 -2.063 -1.042  0.000
Si: 2.456 -0.597 -2.234  0.007
C: 2.541 -1.474 -3.962  0.001
C: 4.103 0.362 -2.154  0.001
N: 1.113 0.477 -2.084  0.043
C: 1.042 1.522 -2.953  0.004
C: 1.920 1.743 -4.043  0.003
C: 1.783 2.809 -4.914  0.000
C: 0.774 3.738 -4.738  0.002
C: -0.105 3.571 -3.670  0.000
C: 0.004 2.485 -2.823  0.002
O: -0.872 2.267 -1.756  0.030
C: -2.055 2.990 -1.822  0.003
C: -2.892 2.899 -2.932  0.002
C: -4.107 3.558 -2.946  0.000
C: -4.503 4.325 -1.859  0.002
C: -3.654 4.438 -0.769  0.000
C: -2.435 3.781 -0.749  0.002
H: 2.925 -2.959 -1.538  0.000
H: 1.548 -2.278 -0.643  0.000
H: 3.180 -1.827 -0.196  0.000
H: 3.579 -1.532 -4.302  0.000
H: 1.969 -0.947 -4.729  0.000
H: 2.159 -2.495 -3.912  0.000
H: 4.844 -0.186 -1.571  0.000
H: 3.946 1.324 -1.667  0.000
H: 4.531 0.556 -3.140  0.000
H: 2.721 1.038 -4.205  0.000
H: 2.484 2.913 -5.737  0.000
H: 0.658 4.580 -5.408  0.000
H: -0.886 4.299 -3.512  0.000
H: -2.583 2.305 -3.782  0.000
H: -4.752 3.466 -3.812  0.000
H: -5.462 4.830 -1.865  0.000
H: -3.944 5.044 0.081  0.000
H: -1.775 3.838 0.104  0.000
N: -3.347 0.860 -0.478  0.009
C: -2.273 0.426 -0.406  0.010
N: 1.353 0.042 0.780  0.047
P: 2.381 0.334 1.859  0.018
C: 4.041 0.996 1.386  0.002
C: 4.110 2.353 1.062  0.001
C: 5.312 2.928 0.688  0.000
C: 6.460 2.149 0.605  0.001
C: 6.391 0.789 0.872  0.000
C: 5.184 0.216 1.248  0.001
C: 2.872 -1.166 2.836  0.004
C: 3.888 -1.205 3.791  0.001
C: 4.243 -2.405 4.389  0.000
C: 3.571 -3.576 4.061  0.000
C: 2.547 -3.544 3.123  0.000
C: 2.214 -2.345 2.511  0.001
C: 2.085 1.464 3.324  0.000
C: 0.782 1.511 3.810  0.000
C: 0.456 2.273 4.920  0.000
C: 1.445 2.983 5.585  0.000
C: 2.756 2.917 5.135  0.000
C: 3.074 2.165 4.014  0.000
H: 3.206 2.952 1.130  0.000
H: 5.361 3.987 0.467  0.000
H: 7.406 2.599 0.327  0.000
H: 7.280 0.175 0.785  0.000
H: 5.131 -0.846 1.458  0.000
H: 4.403 -0.292 4.066  0.000
H: 5.049 -2.431 5.114  0.000
H: 3.855 -4.513 4.526  0.000
H: 2.020 -4.455 2.864  0.000
H: 1.443 -2.281 1.750  0.001
H: 0.030 0.966 3.260  0.000
H: -0.571 2.322 5.264  0.000
H: 1.200 3.590 6.449  0.000
H: 3.540 3.457 5.654  0.000
H: 4.100 2.137 3.669  0.000
O: 1.071 4.207 1.271  0.010
C: 0.454 3.193 1.036  0.015
N: -0.182 2.219 0.817  0.035

Summary:
spin multiplicity = 5
strongest force on any atom = 2.82 eV/A
relative energy (zero: lowest compared OMol25 entry of this formula, charge and spin) = 0.000 eV
net charge = -2
lowest unoccupied orbital energy (alpha / beta) = 4.3 / 4.3 eV
total energy = -10760.27792 hartree
⟨S²⟩ = 6.02
HOMO (alpha / beta) = -1.7 / -1.6 eV